(1)
This record from the OMol25 dataset describes a structure of composition C23H28N7OSTeTi. The level of theory is the ωB97M-V functional and the def2-TZVPD basis.

```
62
Properties=species:S:1:pos:R:3:nbo_charge:R:1
Ti -0.748 -0.242 -0.192 1.0056
N -2.502 3.554 -1.729 -0.8200
C -2.106 2.478 -0.953 0.2995
S -2.615 0.902 -1.500 -0.3526
N -1.430 2.771 0.118 -0.4527
N -1.080 1.639 0.844 -0.3428
C -0.915 1.822 2.098 0.0953
C -0.634 0.755 3.046 -0.2058
C -0.161 1.115 4.312 -0.1576
C 0.069 0.186 5.309 -0.3090
C -0.223 -1.154 5.045 -0.2157
C -0.710 -1.539 3.815 -0.2643
C -0.911 -0.616 2.760 0.3851
O -1.325 -1.047 1.609 -0.7978
H -2.631 3.313 -2.698 0.3875
H -1.940 4.377 -1.575 0.3765
H -1.021 2.836 2.489 0.1759
H 0.029 2.167 4.503 0.1960
H 0.449 0.494 6.275 0.1978
H -0.067 -1.902 5.815 0.1953
H -0.943 -2.577 3.605 0.2035
C 3.960 2.834 1.016 -0.4100
C 2.858 2.874 -0.022 -0.2051
N 1.904 1.817 0.243 -0.6322
C 2.226 0.590 0.730 0.6643
N 1.359 -0.374 0.612 -0.6663
C 1.702 -1.684 1.154 -0.2218
C 2.635 -1.586 2.345 -0.4132
C 3.854 -0.797 1.917 -0.1939
N 3.436 0.484 1.382 -0.4569
C 4.504 1.420 1.077 -0.2017
H 3.565 3.112 1.996 0.2057
H 4.755 3.533 0.750 0.2067
H 3.290 2.765 -1.024 0.1935
H 2.321 3.823 0.008 0.2042
H 1.111 1.789 -0.392 0.4457
H 2.172 -2.299 0.373 0.1701
H 0.775 -2.185 1.432 0.2262
H 2.928 -2.579 2.693 0.2036
H 2.127 -1.072 3.166 0.2245
H 4.431 -1.361 1.170 0.1742
H 4.518 -0.599 2.764 0.1880
H 4.990 1.160 0.126 0.1946
H 5.251 1.327 1.869 0.1920
C -0.235 -3.429 -3.486 -0.7205
C -0.473 -2.759 -2.221 0.3862
N -0.706 -2.193 -1.249 -0.3981
H 0.480 -2.831 -4.053 0.2791
H -1.166 -3.483 -4.050 0.2512
H 0.156 -4.432 -3.326 0.2401
Te 0.698 0.670 -2.891 -0.2845
C 2.771 0.281 -2.670 -0.2169
C 3.222 -0.880 -2.031 -0.2868
C 4.576 -1.142 -1.864 -0.1703
C 5.529 -0.248 -2.336 -0.2857
C 5.103 0.909 -2.977 -0.2264
C 3.747 1.166 -3.139 -0.2713
H 2.488 -1.582 -1.655 0.2124
H 4.888 -2.054 -1.365 0.1891
H 6.586 -0.450 -2.209 0.1986
H 5.832 1.618 -3.355 0.1985
H 3.432 2.075 -3.640 0.2135
```

- ⟨S²⟩: 2.009
- Spin multiplicity: 3
- Net charge: -1
- HOMO (alpha / beta): -2.522 / -3.744 eV
- E_LUMO (alpha / beta): 2.6 / 2.6 eV
- Energy relative to the best compared isomer or geometry (same formula, charge and spin): 0.00 kcal per mole

(2)
This record from the OMol25 dataset describes a cluster of 2 separate species, C23H29BCl2FNO9S in total in a non-equilibrium geometry. The level of theory is the ωB97M-V functional and the def2-TZVPD basis.

```
67
Properties=species:S:1:pos:R:3:nbo_charge:R:1
C -2.887 3.942 -4.517 -0.6439
C -2.412 2.658 -3.686 -0.0777
O -1.227 1.996 -4.249 -0.7766
B -0.498 1.477 -3.096 1.2874
O 0.481 2.380 -2.517 -0.9609
C -0.860 -0.006 -2.535 -0.2967
O -2.089 0.178 -1.724 -0.6605
S -2.424 -1.181 -0.809 2.1775
O -3.931 -1.264 -0.697 -0.8844
O -1.898 -0.920 0.585 -0.8149
C -1.635 -2.663 -1.586 0.1263
F -2.162 -2.883 -2.929 -0.3720
C -1.696 -4.007 -0.717 -0.2113
Cl -1.159 -5.382 -1.855 -0.0738
C -3.132 -4.422 -0.152 -0.2030
C -3.516 -3.688 1.255 -0.6531
Cl -4.497 -4.345 -1.392 -0.0677
C -0.043 -2.357 -1.829 -0.4301
C 0.302 -0.759 -1.741 -0.2890
C 1.776 -0.606 -2.356 -0.4236
C 2.946 -1.361 -1.493 -0.3960
C 3.669 -0.383 -0.430 -0.4086
C 2.693 0.640 0.326 -0.2537
N 3.500 1.487 1.250 -0.3609
C 3.643 2.915 1.084 -0.1006
C 4.597 3.385 2.229 -0.3353
C 4.921 2.076 3.021 -0.3103
C 4.183 0.888 2.371 -0.0168
H -2.326 4.111 -5.497 0.2283
H -4.025 3.833 -4.694 0.2110
H -2.792 4.864 -3.825 0.2133
H -2.223 2.936 -2.584 0.1780
H -3.236 1.848 -3.658 0.1905
H 0.119 2.836 -1.725 0.5194
H -1.164 -0.640 -3.450 0.2111
H -0.960 -4.029 0.166 0.2777
H -3.052 -5.540 0.129 0.2303
H -4.467 -3.070 1.132 0.2598
H -3.755 -4.492 2.049 0.2093
H -2.634 -3.090 1.680 0.2669
H 0.312 -2.735 -2.850 0.2378
H 0.489 -2.884 -0.956 0.2334
H 0.335 -0.504 -0.628 0.3112
H 1.790 -1.127 -3.391 0.1870
H 2.154 0.462 -2.466 0.2395
H 2.579 -2.307 -0.978 0.2006
H 3.732 -1.684 -2.269 0.1967
H 4.480 0.218 -0.992 0.1912
H 4.199 -1.024 0.368 0.2104
H 2.214 1.345 -0.448 0.1897
H 1.867 0.038 0.871 0.3112
H 3.173 3.586 0.299 0.2150
H 4.947 4.451 2.428 0.2124
H 5.600 1.957 3.934 0.2083
H 4.123 -0.212 2.626 0.2387
C 0.133 1.760 5.317 -0.5585
C -1.182 1.779 5.676 0.3662
C -2.092 1.012 4.709 0.4627
O -3.300 0.845 4.886 -0.6494
C -1.490 0.443 3.488 -0.5355
C -0.179 0.437 3.127 0.3683
C 0.743 1.111 4.147 0.4566
O 1.970 1.142 4.036 -0.6764
O 0.344 -0.054 2.074 -0.8109
O -1.707 2.335 6.682 -0.7395
H 0.856 2.268 5.947 0.1812
H -2.218 -0.021 2.830 0.1870
```

- Net charge: -2
- HOMO: -0.089 eV
- E_LUMO: 3.5 eV
- Energy relative to the best compared isomer or geometry (same formula, charge and spin): 151.11 kcal per mole

Listing electronic energy for the structures above in their given order: -78032.1307; -83506.8741 eV.